1.
The following is a quantum chemistry calculation of a 2-piece molecular cluster, C9H16N3 overall, from OMol25.

Summary:
Energy relative to the best compared isomer or geometry (same formula, charge and spin) in kcal per mole: 0.0
Electronic energy in eV: -14058.1038
Gap between HOMO and LUMO in eV: 9.8
Lowest unoccupied orbital energy in eV: -2.71
Net charge: +1

Geometry as XYZ:
```
28
Properties=species:S:1:pos:R:3:forces:R:3
C -1.63435 -2.89766 -0.28067 -0.1 0.1 0.3
H -4.45666 -3.83757 -3.37644 0.0 0.4 0.1
H 0.50851 -2.65138 -2.91896 -0.5 -0.1 0.3
H -2.19983 -0.38367 -1.78947 -0.1 0.4 0.0
H -4.97847 -2.35676 -2.51374 0.2 -0.3 -0.3
H -0.21799 -0.30933 -0.66192 0.0 0.5 0.1
H 0.44457 1.25364 -0.15421 -0.5 -0.6 -0.3
H -4.08055 1.78723 -1.63702 0.2 -0.3 -0.2
H -1.63700 -2.97025 0.81493 0.0 0.0 -0.5
H -4.08836 -2.22430 -4.06276 -0.1 -0.3 0.3
N -1.43066 2.66240 -1.09538 0.0 0.5 0.0
C -2.84222 -2.87926 -0.97818 -0.2 0.1 0.2
N -2.29933 0.63403 -1.75925 0.2 -0.4 0.1
H -4.09884 0.42087 -2.79548 0.3 0.4 0.2
C -1.34223 1.33212 -1.15843 -0.1 -0.2 0.0
N -0.28915 0.71014 -0.61552 0.2 0.1 0.1
H -3.20083 1.91942 -3.19197 -0.1 -0.3 0.2
C -1.64905 -2.70193 -3.05466 0.1 0.1 -0.3
C -0.43686 -2.71969 -2.36468 0.2 0.1 -0.2
H -3.78923 -2.93741 -0.42555 0.4 0.0 -0.2
C -0.42626 -2.81876 -0.97340 0.2 0.1 0.1
H 0.52613 -2.82998 -0.42711 -0.4 -0.1 -0.3
C -3.47936 1.23142 -2.37609 -0.3 0.1 -0.2
H -2.23444 3.14095 -1.50944 0.7 -0.2 0.4
H -0.69551 3.20343 -0.63346 -0.7 -0.3 -0.4
H -1.64939 -2.61937 -4.14956 0.0 -0.1 0.5
C -2.86887 -2.78431 -2.37400 0.2 0.0 0.1
C -4.17583 -2.80064 -3.12639 -0.1 0.2 0.0
```
Positions in Å, forces in eV/Å.

2.
The following is a quantum chemistry calculation of one molecule with the formula CH2N2O3Si in a non-equilibrium geometry, from OMol25.

Summary:
Energy relative to the best compared isomer or geometry (same formula, charge and spin) in kcal per mole: 2.8
Electronic energy in eV: -18068.2004
Gap between HOMO and LUMO in eV: 8.1
Lowest unoccupied orbital energy in eV: -3.21

Geometry as XYZ:
```
9
Properties=species:S:1:pos:R:3:forces:R:3
H -0.17878 -1.85658 -1.25169 0.3 1.0 -1.2
O 0.37847 -1.13991 0.35795 0.1 -1.6 0.1
N 3.84680 -0.16643 0.20312 1.6 -0.3 0.4
H 0.09156 1.91122 0.77235 -1.5 1.5 0.4
Si 0.97994 0.45259 -0.39899 2.0 -0.5 0.0
C 2.77292 0.14831 0.00060 -1.4 -0.4 -1.3
O 0.23153 0.51049 -1.68631 -0.7 -0.2 -1.8
O 0.77779 1.29357 0.90009 0.0 1.0 1.9
N -0.01846 -2.09157 -0.27483 -0.4 -0.5 1.6
```
Positions in Å, forces in eV/Å.

3.
The following is a quantum chemistry calculation of a 2-piece molecular cluster, C3H9S2 overall in a non-equilibrium geometry, from OMol25.

Summary:
Energy relative to the best compared isomer or geometry (same formula, charge and spin) in kcal per mole: 19.7
Electronic energy in eV: -24927.8948
Gap between HOMO and LUMO in eV: 5.7
Lowest unoccupied orbital energy in eV: 3.35
Net charge: -1

Geometry as XYZ:
```
14
Properties=species:S:1:pos:R:3:forces:R:3
H 0.12971 2.07268 -0.33471 0.4 -0.3 0.2
C -0.74608 -0.62316 -1.46739 0.6 -0.7 0.0
H -1.40651 2.51298 0.34570 -0.1 0.0 0.1
H 3.11908 -0.61352 2.30345 -0.1 0.1 0.3
H 3.19678 -0.61973 0.60074 -0.1 0.2 -0.2
C -0.79650 1.65914 0.04211 -0.9 0.4 -0.3
S 0.99229 -1.33416 1.31797 0.0 -0.1 0.3
H 0.31111 -0.37625 -1.55991 0.0 0.1 -0.3
S -1.71636 0.87337 -1.31001 -0.1 0.0 0.1
H 2.36827 0.71828 1.43090 -0.1 0.1 -0.1
H -0.72063 -1.30044 -0.61038 -0.5 0.4 0.2
C 2.52105 -0.36257 1.42458 0.5 -0.4 -0.1
H -0.71624 0.96143 0.86880 0.5 -0.1 0.0
H -1.06526 -1.21002 -2.32829 -0.1 0.3 -0.2
```
Positions in Å, forces in eV/Å.

4.
The following is a quantum chemistry calculation of a 3-piece molecular cluster, C20H35NO2P overall, from OMol25.

Summary:
Electronic energy in eV: -36182.2726
Gap between HOMO and LUMO in eV: 6.5
Lowest unoccupied orbital energy in eV: 2.35
Net charge: -1

Geometry as XYZ:
```
59
Properties=species:S:1:pos:R:3:forces:R:3
C -4.65809 3.66833 3.46468 0.0 0.0 0.0
C 3.64108 -1.13912 1.24642 0.0 0.0 0.0
C -4.31797 3.75291 5.84454 0.0 0.0 0.0
H -5.64044 2.77300 -0.48277 0.0 0.0 0.0
C 0.17603 -1.14702 -2.91486 0.1 0.1 0.1
H 4.58917 -1.92109 3.04485 0.0 0.0 0.0
C -3.84711 1.73200 4.63070 0.0 0.0 0.0
C -1.31207 -0.83230 -3.03318 0.0 0.0 0.0
O 3.76570 -4.22619 -2.47868 0.1 0.1 0.2
P 3.37320 -2.61080 -1.95149 0.1 -0.1 0.1
H 5.47328 -1.38337 -1.57321 0.0 0.0 -0.1
H 0.34210 -2.21834 -2.80105 0.0 0.0 0.0
C -3.60171 3.17440 0.05402 0.0 0.0 0.0
H -3.58396 1.95116 6.74859 0.0 0.0 0.0
H -3.75357 4.24349 0.13961 0.0 0.0 0.0
H 3.00825 -0.28132 -3.41869 -0.1 0.0 0.0
C -2.15499 1.26030 0.20606 0.0 0.0 0.0
H 2.04890 -3.08728 -1.60404 -0.1 0.0 0.0
H 3.88295 -4.05414 -0.27583 0.1 0.0 0.1
H 2.05750 -2.39732 0.45129 0.1 0.0 0.0
H -5.29418 0.33055 -0.65960 0.0 0.0 0.0
H -1.71819 -1.16314 -3.99546 0.1 0.0 0.0
H 2.89056 -0.90280 -5.06746 0.0 0.1 0.0
H -3.50891 0.70371 4.61663 0.0 0.0 0.0
H -5.03611 5.39997 4.67326 0.0 0.0 0.0
H -3.06231 -0.63413 -0.21252 0.0 0.0 0.0
H -1.52203 3.27535 0.57392 0.0 0.0 0.0
H 2.83756 -0.56617 1.72793 0.0 -0.1 0.0
H -1.17687 0.83418 0.38901 0.0 0.0 0.0
H 0.90728 0.44536 -4.16658 0.0 -0.1 -0.1
C 3.11543 -2.49685 0.76588 0.1 0.0 0.1
H 3.12258 -3.18492 1.62451 -0.1 0.0 0.0
C -4.70288 4.36957 4.66187 0.0 0.0 0.0
H -4.18958 1.80161 2.51284 0.0 0.0 0.0
H 2.98319 -1.27436 -1.52519 -0.1 0.1 0.0
H -4.34920 4.30182 6.77735 0.0 0.0 0.0
H 5.01219 -1.23500 -3.28443 0.0 0.0 0.0
H -1.88535 -1.33057 -2.24722 0.0 0.0 0.0
C 2.48398 -1.01757 -4.04914 0.1 0.0 0.0
C -3.21771 0.43339 -0.13283 0.0 0.0 0.0
C -4.46952 0.97650 -0.38601 0.0 0.0 0.0
C 4.82953 -1.27333 2.19491 0.1 0.0 0.0
C -4.66201 2.34900 -0.29323 0.0 0.0 0.0
H 5.76165 -2.72940 -2.68839 0.0 0.1 0.0
C 0.98928 -0.65052 -4.10438 -0.1 0.0 -0.1
N 3.94503 -3.04449 -0.28770 -0.1 0.1 -0.1
H -4.95200 4.15144 2.54168 0.0 0.0 0.0
H 5.14868 -0.30480 2.59425 0.0 0.0 0.0
C -4.23062 2.34772 3.44726 0.0 0.0 0.0
H 3.64560 -4.21514 -3.42842 -0.1 0.0 -0.2
C 5.06892 -1.92256 -2.43610 0.1 0.0 0.1
H -1.50155 0.24395 -2.95082 0.0 -0.1 0.0
H 3.94752 -0.56912 0.36392 -0.1 0.0 0.1
H 5.67667 -1.72025 1.66902 -0.1 0.0 0.0
O 2.73908 -2.31350 -3.61252 -0.2 0.0 -0.1
H 0.54624 -1.04842 -5.02843 0.0 0.0 0.1
C -3.88924 2.43294 5.82832 0.0 0.0 0.0
H 0.57675 -0.68870 -2.00309 0.0 -0.1 0.0
C -2.34776 2.63141 0.29998 0.0 0.0 0.0
```
Positions in Å, forces in eV/Å.